Record 1
C21H14Br2N5OS2Sr | wB97M-V/def2-TZVPD

Properties
- E_LUMO: 1.277 eV
- Energy above the lowest of the compared OMol25 structures with the same formula, charge and spin: 93.1 kJ/mol
- Charge: -1
- E_tot: -194094.9529 eV
- Max |F|: 4.08 eV Å⁻¹

The geometry in XYZ format:
```
46
Properties=species:S:1:pos:R:3:nbo_charge:R:1
Sr 0.362 0.809 0.000 1.690
S 2.976 0.311 0.779 -0.417
C 2.108 -0.059 2.229 -0.241
S 0.539 0.522 2.721 -0.452
C 2.718 -0.925 3.165 -0.531
C 3.914 -1.569 2.944 0.310
N 4.953 -2.003 2.631 -0.398
C 2.080 -1.069 4.448 0.329
N 1.681 -1.280 5.518 -0.409
Br 0.939 8.161 -0.750 0.012
C 0.865 6.291 -0.612 -0.157
C 0.503 5.664 0.618 -0.241
C 0.587 4.254 0.681 -0.269
C 0.610 3.556 -0.540 -0.507
C 0.797 4.120 -1.773 -0.280
C 0.917 5.511 -1.795 -0.249
H 0.419 6.294 1.539 0.204
H 0.613 3.778 1.624 0.208
H 0.906 3.487 -2.657 0.186
H 0.991 6.002 -2.753 0.195
Br -5.336 -1.316 0.339 0.061
C -4.418 0.304 -0.051 -0.117
C -5.021 1.499 -0.497 -0.190
C -4.170 2.611 -0.676 -0.227
C -2.780 2.409 -0.593 0.048
N -2.282 1.235 -0.227 -0.493
C -3.058 0.154 -0.029 -0.008
H -6.118 1.571 -0.657 0.238
H -4.478 3.593 -0.908 0.228
H -2.091 3.247 -0.702 0.248
H -2.590 -0.747 0.394 0.224
N 1.420 -6.936 -0.548 -0.813
C 0.943 -6.113 -1.524 0.654
O 0.613 -6.472 -2.674 -0.587
C 0.913 -4.654 -1.148 -0.116
C 0.148 -3.779 -2.008 -0.210
C 0.002 -2.461 -1.745 -0.005
N 0.523 -1.854 -0.608 -0.506
C 1.299 -2.649 0.150 0.087
C 1.535 -4.035 -0.138 -0.215
H 1.400 -7.899 -0.798 0.392
H 0.996 -6.855 0.414 0.401
H -0.393 -4.133 -2.880 0.238
H -0.545 -1.811 -2.436 0.195
H 1.792 -2.194 1.014 0.252
H 2.219 -4.565 0.517 0.237
```

Record 2
C21H14BrClI2N5OS2V | wB97M-V/def2-TZVPD

Properties
- 2S+1: 4
- E_LUMO (spin up / spin down): -2.844 / -2.850 eV
- Energy above the lowest of the compared OMol25 structures with the same formula, charge and spin: 0.0 kJ/mol
- Charge: +1
- E_tot: -177624.9113 eV
- Expectation value of S²: 3.7593
- Max |F|: 0.49 eV Å⁻¹

The geometry in XYZ format:
```
48
Properties=species:S:1:pos:R:3:nbo_charge:R:1
V 0.283 -0.451 -0.306 1.150
Cl -3.637 -5.356 2.521 0.027
C -3.059 -3.890 1.805 -0.068
C -3.910 -2.841 1.617 -0.213
C -3.461 -1.639 1.033 -0.214
I -4.782 -0.057 0.811 0.194
C -2.153 -1.480 0.623 0.270
O -1.673 -0.386 0.066 -0.846
C -1.265 -2.575 0.850 0.082
N 0.031 -2.376 0.467 -0.518
C 0.901 -3.349 0.641 0.085
C 0.560 -4.587 1.201 -0.262
C -0.734 -4.803 1.594 -0.100
C -1.694 -3.785 1.428 -0.029
H -4.943 -2.934 1.921 0.249
H 1.919 -3.146 0.327 0.203
H 1.317 -5.348 1.316 0.239
H -1.031 -5.746 2.031 0.244
N 2.762 -1.681 -2.669 -0.777
C 3.214 -1.142 -1.511 0.265
N 2.420 -0.669 -0.579 -0.610
C 3.167 -0.208 0.510 0.084
C 4.503 -0.352 0.388 -0.407
S 4.891 -1.089 -1.124 0.454
C 2.405 0.386 1.606 0.180
C 2.836 0.920 2.766 -0.435
S 1.490 1.524 3.675 0.442
C 0.418 1.027 2.411 0.278
N 1.033 0.432 1.406 -0.636
N -0.902 1.235 2.430 -0.775
H 1.811 -1.498 -2.942 0.407
H 3.408 -1.858 -3.419 0.417
H 5.275 -0.070 1.082 0.261
H 3.840 1.003 3.142 0.258
H -1.352 1.684 3.207 0.418
H -1.452 0.931 1.629 0.443
Br -2.610 2.034 -1.452 0.114
C -1.694 3.518 -2.152 -0.020
C -2.421 4.659 -2.468 -0.251
C -1.787 5.763 -3.010 -0.179
C -0.423 5.738 -3.246 -0.198
C 0.311 4.604 -2.939 -0.218
C -0.326 3.498 -2.389 -0.233
I 0.913 1.862 -1.967 0.291
H -3.487 4.672 -2.289 0.238
H -2.366 6.644 -3.253 0.232
H 0.076 6.598 -3.671 0.232
H 1.376 4.581 -3.121 0.230
```

Record 3
C21H14Cl3IN3O4Ru | wB97M-V/def2-TZVPD

Properties
- 2S+1: 6
- E_LUMO (spin up / spin down): -0.164 / -1.232 eV
- Charge: 0
- E_tot: -82912.8153 eV
- Expectation value of S²: 8.7624
- Max |F|: 0.72 eV Å⁻¹

The geometry in XYZ format:
```
47
Properties=species:S:1:pos:R:3:nbo_charge:R:1
Ru -0.268 0.926 -0.445 1.631
O 1.725 0.756 0.036 -0.741
C 2.254 1.469 1.017 0.354
C 3.552 1.991 0.856 -0.235
C 4.148 2.728 1.849 -0.184
C 3.489 2.970 3.064 -0.264
C 2.233 2.452 3.249 -0.138
C 1.586 1.707 2.244 -0.223
C 0.299 1.132 2.559 0.166
N -0.417 0.510 1.696 -0.343
N -1.596 -0.081 2.136 -0.401
C -2.159 -0.657 1.112 0.549
O -1.678 -0.617 -0.094 -0.751
C -3.441 -1.382 1.314 -0.050
C -4.149 -1.832 0.205 -0.204
C -5.357 -2.493 0.373 -0.207
C -5.859 -2.707 1.648 -0.205
C -5.155 -2.253 2.757 -0.222
C -3.950 -1.591 2.592 -0.183
H 4.057 1.790 -0.080 0.215
H 5.143 3.127 1.698 0.212
H 3.969 3.544 3.845 0.216
H 1.708 2.604 4.185 0.210
H -0.081 1.189 3.578 0.198
H -3.747 -1.645 -0.781 0.232
H -5.909 -2.838 -0.492 0.210
H -6.800 -3.226 1.779 0.211
H -5.548 -2.417 3.752 0.213
H -3.392 -1.229 3.444 0.233
Cl -4.519 3.288 -2.193 0.046
C -3.739 3.188 -0.613 -0.201
Cl -4.727 2.202 0.484 0.048
Cl -3.529 4.813 0.045 0.047
C -2.380 2.464 -0.705 0.722
O -2.161 1.684 -1.646 -0.678
O -1.563 2.644 0.239 -0.696
I 0.806 2.859 -2.612 0.267
C 0.372 0.998 -3.440 0.106
C 0.228 0.829 -4.805 -0.267
C -0.098 -0.440 -5.256 -0.130
C -0.262 -1.473 -4.345 -0.249
C -0.095 -1.202 -3.001 0.082
N 0.229 0.017 -2.558 -0.531
H 0.350 1.659 -5.483 0.241
H -0.232 -0.616 -6.316 0.230
H -0.528 -2.470 -4.663 0.235
H -0.224 -1.960 -2.241 0.228
```

Record 4
C21H14F3NO3S3Tc | wB97M-V/def2-TZVPD

Properties
- E_LUMO (spin up / spin down): -5.296 / -5.220 eV
- Energy above the lowest of the compared OMol25 structures with the same formula, charge and spin: 122.4 kJ/mol
- Charge: +1
- E_tot: -72480.5951 eV
- Max |F|: 1.71 eV Å⁻¹

The geometry in XYZ format:
```
46
Properties=species:S:1:pos:R:3:nbo_charge:R:1
Tc -0.080 -0.302 0.039 1.047
O -1.237 -3.545 -1.700 -0.235
N -1.464 -2.435 -1.952 0.426
O -0.725 -1.552 -1.177 -0.605
F -2.355 0.968 -0.952 -0.325
C -1.139 1.396 -0.565 0.813
F -0.683 2.203 -1.520 -0.322
F -1.321 2.157 0.535 -0.327
O 0.488 0.102 1.747 -0.638
C 1.723 0.471 2.403 0.188
C 1.895 1.972 2.387 -0.292
C 1.721 2.819 1.328 -0.235
C 1.893 4.182 1.682 -0.236
C 2.186 4.333 3.004 -0.398
S 2.242 2.844 3.827 0.521
C 2.693 -0.273 1.526 0.052
C 2.907 0.034 0.099 -0.495
C 3.564 -1.153 -0.524 -0.097
C 3.721 -2.177 0.313 -0.409
S 3.152 -1.804 1.921 0.725
C 1.712 -0.106 3.794 -0.296
C 2.766 -0.208 4.658 -0.260
C 2.391 -0.811 5.891 -0.248
C 1.073 -1.147 5.917 -0.398
S 0.272 -0.743 4.464 0.528
H 1.447 2.498 0.333 0.223
H 1.793 5.006 0.990 0.239
H 2.359 5.249 3.547 0.256
H 3.522 0.936 -0.007 0.314
H 3.863 -1.149 -1.563 0.261
H 4.165 -3.143 0.120 0.274
H 3.766 0.146 4.435 0.237
H 3.073 -0.977 6.714 0.243
H 0.523 -1.612 6.720 0.257
C 1.586 0.244 -0.718 0.156
C 1.824 0.864 -2.014 -0.229
C 1.053 0.446 -3.106 -0.091
C 1.231 1.009 -4.354 -0.218
C 2.158 2.028 -4.529 -0.153
C 2.914 2.476 -3.451 -0.191
C 2.766 1.885 -2.210 -0.190
H 0.328 -0.345 -2.967 0.220
H 0.637 0.668 -5.192 0.234
H 2.295 2.477 -5.504 0.233
H 3.619 3.285 -3.578 0.231
H 3.353 2.271 -1.384 0.210
```